[1]
Density functional theory data (the ωB97M-V functional and the def2-TZVPD basis) for C6H10N2 in the gas phase.

ORCA input file:
```
! wB97M-V def2-TZVPD RIJCOSX def2/J DEFGRID3
* xyz 0 1
C -0.89 -3.16 0.56
C -0.26 -2.13 0.67
N 0.71 -0.64 1.07
C 2.12 -1.05 1.09
N 0.49 0.35 0.29
C -0.37 0.99 -0.36
C 0.02 2.35 -0.78
C -1.76 0.63 -0.92
H -1.39 -4.09 0.61
H 2.30 -1.86 0.32
H 2.73 -0.17 0.98
H 2.26 -1.40 2.08
H -0.11 2.75 -1.79
H -0.46 3.12 -0.07
H 1.07 2.51 -0.52
H -2.16 -0.39 -0.76
H -2.56 1.25 -0.54
H -1.74 0.91 -1.93
*
```

Results
Total energy   -343.90556 a.u.
Energy above the lowest of the compared OMol25 structures with the same formula, charge and spin   606.9 kJ/mol
SMILES   C#CN(C)N=C(C)C
HOMO-LUMO gap   9.76 eV

[2]
Density functional theory data (the ωB97M-V functional and the def2-TZVPD basis) for a molecular structure, C6H10N2.

ORCA input file:
```
! wB97M-V def2-TZVPD RIJCOSX def2/J DEFGRID3
* xyz 0 1
C 0.91 -1.24 -1.04
C -2.26 -0.29 1.07
C 1.17 0.05 -0.29
N 2.00 -0.12 0.81
C 1.22 1.30 -1.00
C -1.76 0.90 0.30
N -0.01 1.68 -1.32
C -0.70 0.90 -0.48
H 2.25 0.66 1.39
H 2.06 -1.04 1.22
H 2.10 1.92 -1.17
H -2.33 1.82 0.39
H 0.36 -1.96 -0.43
H 1.87 -1.70 -1.32
H 0.32 -1.06 -1.94
H -2.25 -0.10 2.14
H -3.30 -0.53 0.80
H -1.65 -1.17 0.87
*
```

Results
Total energy   -344.01577 a.u.
Energy above the lowest of the compared OMol25 structures with the same formula, charge and spin   317.6 kJ/mol
HOMO-LUMO gap   8.69 eV

[3]
Density functional theory data (the ωB97M-V functional and the def2-TZVPD basis) for a molecular structure, C6H10N2.

ORCA input file:
```
! wB97M-V def2-TZVPD RIJCOSX def2/J DEFGRID3
* xyz 0 1
C -1.13 1.40 -0.16
C -0.52 0.15 0.01
C 0.76 -0.76 -0.83
C 0.55 -0.44 1.10
C 1.76 0.58 0.62
C 1.95 0.33 -0.59
H -1.68 1.90 0.73
H -2.06 1.40 -0.78
H -0.36 2.02 -0.37
H -1.81 -1.61 -0.95
H -2.42 -0.71 0.68
H 0.45 -1.29 -1.80
H -0.27 -2.03 0.06
H 0.29 -0.55 2.24
H 2.48 1.56 0.99
H 2.82 0.60 -1.26
N -1.62 -0.85 0.07
N 0.82 -1.70 0.24
*
```

Results
Total energy   -343.85167 a.u.
Energy above the lowest of the compared OMol25 structures with the same formula, charge and spin   748.4 kJ/mol
HOMO-LUMO gap   9.27 eV

[4]
Density functional theory data (the ωB97M-V functional and the def2-TZVPD basis) for 2 unconnected molecules or ions with the total composition C6H10N2.

ORCA input file:
```
! wB97M-V def2-TZVPD RIJCOSX def2/J DEFGRID3
* xyz 0 1
C 2.21 -0.05 0.06
C -0.22 0.35 0.70
C -0.76 1.33 -0.52
C -2.24 0.42 -0.36
C -1.98 -0.94 -0.01
C -0.42 -1.14 0.19
H 3.00 -0.51 -1.75
H 3.29 0.08 0.68
H 1.38 0.23 2.27
H -0.68 0.81 1.59
H -0.65 2.57 -0.40
H -0.41 0.99 -1.50
H -3.28 0.80 -0.61
H -2.68 -1.83 -0.27
H 0.03 -1.88 1.01
H 0.14 -1.46 -0.75
N 2.03 -0.26 -1.22
N 1.23 0.49 0.91
*
```

Results
Total energy   -343.90582 a.u.
Energy above the lowest of the compared OMol25 structures with the same formula, charge and spin   606.2 kJ/mol
HOMO-LUMO gap   9.10 eV

[5]
Density functional theory data (the ωB97M-V functional and the def2-TZVPD basis) for a molecular structure, C6H10N2.

ORCA input file:
```
! wB97M-V def2-TZVPD RIJCOSX def2/J DEFGRID3
* xyz 0 1
C -0.24 0.51 -0.05
C -1.66 0.23 -0.51
C -0.22 -1.05 0.11
C 1.21 -1.23 0.65
C 2.01 -0.30 0.01
C 1.13 0.72 -0.80
H -0.77 0.87 2.03
H -0.52 2.21 1.09
H -1.63 -0.13 -1.62
H -2.39 1.08 -0.32
H -2.20 -1.75 -0.08
H -0.17 -1.44 -0.99
H 1.53 -1.79 1.55
H 3.11 -0.28 0.04
H 1.57 1.71 -0.91
H 1.08 0.33 -1.79
N -0.14 1.23 1.27
N -1.70 -0.93 0.33
*
```

Results
Total energy   -343.99138 a.u.
Energy above the lowest of the compared OMol25 structures with the same formula, charge and spin   381.6 kJ/mol
HOMO-LUMO gap   9.69 eV

[6]
Density functional theory data (the ωB97M-V functional and the def2-TZVPD basis) for 2 unconnected molecules or ions with the total composition C6H10N2.

ORCA input file:
```
! wB97M-V def2-TZVPD RIJCOSX def2/J DEFGRID3
* xyz 0 1
C -1.35 2.43 -1.19
C -0.78 1.25 -0.89
C -1.62 -0.01 -0.79
N -2.57 -0.67 -0.90
H -2.41 2.60 -1.04
H -0.83 3.21 -1.72
H 0.25 1.09 -1.19
C 1.81 0.36 1.08
C 0.48 0.16 1.03
N -0.13 -1.07 0.54
C 0.70 -2.18 0.08
H 2.50 -0.06 0.37
H 2.23 1.04 1.81
H -0.14 0.61 1.80
H -0.88 -1.39 1.14
H 0.06 -2.92 -0.40
H 1.26 -2.64 0.90
H 1.41 -1.80 -0.65
*
```

Results
Total energy   -344.00245 a.u.
Energy above the lowest of the compared OMol25 structures with the same formula, charge and spin   352.5 kJ/mol
SMILES   C=CC#N.C=CNC
HOMO-LUMO gap   8.58 eV

[7]
Density functional theory data (the ωB97M-V functional and the def2-TZVPD basis) for C6H10N2 in the gas phase.

ORCA input file:
```
! wB97M-V def2-TZVPD RIJCOSX def2/J DEFGRID3
* xyz 0 1
C -2.30 -0.15 0.28
C -0.90 0.45 0.49
C -0.23 1.25 -0.59
C 1.00 2.06 -0.11
N 1.99 1.30 0.25
N 1.63 0.01 -0.11
C 2.24 -1.22 0.47
C 0.28 -0.15 -0.49
H -2.88 0.49 -0.37
H -2.86 -0.27 1.13
H -2.23 -1.09 -0.15
H -0.65 0.68 1.59
H -0.94 1.50 -1.33
H 1.18 3.01 -0.46
H 2.83 -1.76 -0.25
H 2.97 -1.10 1.23
H 1.41 -1.79 0.91
H -0.06 -0.90 -1.23
*
```

Results
Total energy   -344.00917 a.u.
Energy above the lowest of the compared OMol25 structures with the same formula, charge and spin   334.9 kJ/mol
SMILES   C[C@@H]1[C@H]2C=NN(C)[C@@H]12
HOMO-LUMO gap   8.82 eV

[8]
Density functional theory data (the ωB97M-V functional and the def2-TZVPD basis) for a molecular structure, C6H10N2.

ORCA input file:
```
! wB97M-V def2-TZVPD RIJCOSX def2/J DEFGRID3
* xyz 0 1
C -0.07 -0.36 1.37
C -0.92 0.85 1.08
C -0.41 -1.54 0.41
C -0.54 1.35 -0.36
C -0.25 -0.96 -1.05
C 0.51 0.32 -0.89
N 2.57 0.25 0.27
N 1.31 0.19 0.26
H -1.91 0.71 1.25
H -0.70 1.70 1.81
H 0.34 -2.24 0.72
H -1.50 -1.95 0.58
H -1.37 1.11 -1.19
H -0.18 2.35 -0.43
H 0.40 -1.64 -1.54
H -1.13 -0.69 -1.56
H 0.89 0.66 -1.86
H 2.96 -0.12 1.12
*
```

Results
Total energy   -343.91492 a.u.
Energy above the lowest of the compared OMol25 structures with the same formula, charge and spin   582.3 kJ/mol
HOMO-LUMO gap   6.60 eV

[9]
Density functional theory data (the ωB97M-V functional and the def2-TZVPD basis) for 2 unconnected molecules or ions with the total composition C6H10N2O.

ORCA input file:
```
! wB97M-V def2-TZVPD RIJCOSX def2/J DEFGRID3
* xyz 0 1
C -2.00 0.34 0.54
C -3.21 -0.18 -0.25
C 2.14 -0.35 0.14
C -4.38 -1.04 -0.15
C 1.85 1.12 0.01
C 3.56 -0.66 0.14
N -2.50 0.55 -0.94
N 1.25 -1.20 0.21
O -1.00 -0.40 0.74
H -2.37 1.27 1.12
H -4.86 -0.80 0.85
H -3.97 -2.06 -0.20
H -5.15 -0.99 -0.92
H 2.35 1.63 -0.73
H 2.20 1.56 0.90
H 0.70 1.07 0.12
H 4.12 0.13 0.80
H 4.23 -0.61 -0.76
H 3.65 -1.70 0.46
*
```

Results
Total energy   -419.14646 a.u.
Energy above the lowest of the compared OMol25 structures with the same formula, charge and spin   630.2 kJ/mol
HOMO-LUMO gap (spin up / spin down)   9.64 / 7.55 eV

[10]
Density functional theory data (the ωB97M-V functional and the def2-TZVPD basis) for C6H10N2O in the gas phase.

ORCA input file:
```
! wB97M-V def2-TZVPD RIJCOSX def2/J DEFGRID3
* xyz 0 1
C 1.60 -0.65 -1.71
C 0.55 -0.71 -0.93
C -0.81 0.23 -1.35
C -0.80 1.72 -1.13
O -1.58 -0.26 -2.14
C 0.18 -0.47 0.45
C -0.98 -1.23 1.06
N 0.99 0.29 1.14
N 0.91 0.33 2.48
H 1.51 -0.30 -2.73
H 2.52 -1.13 -1.41
H -0.95 2.22 -2.08
H 0.13 2.07 -0.69
H -1.67 1.95 -0.51
H -1.66 -0.55 1.57
H -1.51 -1.79 0.31
H -0.60 -1.96 1.78
H 0.40 -0.39 2.98
H 1.77 0.62 2.92
*
```

Results
Total energy   -419.23988 a.u.
Energy above the lowest of the compared OMol25 structures with the same formula, charge and spin   384.9 kJ/mol
SMILES   C=C(C(C)=O)/C(C)=N/N
HOMO-LUMO gap   8.38 eV

[11]
Density functional theory data (the ωB97M-V functional and the def2-TZVPD basis) for 2 unconnected molecules or ions with the total composition C6H10N2O.

ORCA input file:
```
! wB97M-V def2-TZVPD RIJCOSX def2/J DEFGRID3
* xyz 0 1
C 0.24 2.29 -0.75
C -0.12 0.89 -0.40
N 0.44 -0.24 -0.70
C -0.79 -0.32 0.07
C -2.03 -0.78 -0.70
C -0.83 -0.85 1.55
H -0.58 2.89 -1.05
H 0.91 2.29 -1.57
H 0.73 2.85 0.06
H -2.03 -0.73 -1.79
H -2.83 -0.10 -0.35
H -2.18 -1.83 -0.53
H -1.03 -1.94 1.27
H -1.74 -0.63 2.14
H 0.10 -0.69 1.99
N 2.82 -1.38 0.61
C 3.15 -0.34 0.06
O 3.49 0.72 -0.24
H 2.27 -2.09 0.33
*
```

Results
Total energy   -419.29112 a.u.
Energy above the lowest of the compared OMol25 structures with the same formula, charge and spin   250.4 kJ/mol
SMILES   CC1=NC1(C)C.N=C=O
HOMO-LUMO gap   10.58 eV

[12]
Density functional theory data (the ωB97M-V functional and the def2-TZVPD basis) for C6H10N2O in the gas phase.

ORCA input file:
```
! wB97M-V def2-TZVPD RIJCOSX def2/J DEFGRID3
* xyz 0 1
H -0.18 -2.53 -0.25
N 0.70 -2.13 -0.59
C 0.81 -0.90 -0.41
C 2.33 -0.30 -0.78
N 3.41 0.03 -1.07
C 0.15 0.23 0.29
C 0.06 1.54 -0.49
C 0.68 0.41 1.71
O -1.25 -0.38 0.53
C -2.12 -0.66 -0.56
H -0.75 2.15 -0.08
H -0.14 1.37 -1.55
H 1.01 2.08 -0.44
H 0.86 -0.55 2.19
H 1.63 0.96 1.71
H -0.06 0.95 2.31
H -3.15 -0.42 -0.26
H -2.12 -1.73 -0.78
H -1.88 -0.12 -1.48
*
```

Results
Total energy   -419.29564 a.u.
Energy above the lowest of the compared OMol25 structures with the same formula, charge and spin   238.5 kJ/mol
SMILES   [H]/N=C(/C#N)C(C)(C)OC
HOMO-LUMO gap   10.84 eV